(1)
# C25H40O21

7 unconnected molecules or ions with the total composition C25H40O21 (wB97M-V/def2-TZVPD, OMol25).

Energy   -2556.5944 Eh
SMILES   C[C@H]1COC(=O)O1.C[C@H]1COC(=O)O1.CCOC(=O)OC.CCOC(=O)OC.O=C1OCCO1.O=C1OCCO1.O=C1OCCO1
Gap between HOMO and LUMO   10.3 eV
2S+1   1

Last column: Mulliken charge in e.
Atoms and positions in Å:
C -9.953 -17.141 14.276  -1.65
C -8.654 -16.537 14.941  1.05
C -7.961 -15.652 13.898  0.04
O -7.726 -14.453 14.621  -0.27
C -8.220 -14.513 15.784  0.62
O -8.142 -13.614 16.725  -0.64
O -9.024 -15.593 15.904  -0.37
H -9.712 -17.722 13.386  0.41
H -10.755 -16.453 14.008  0.39
H -10.464 -17.852 14.924  0.37
H -8.013 -17.369 15.232  -0.11
H -8.536 -15.465 12.991  0.34
H -6.983 -16.094 13.705  -0.15
C -3.201 -17.848 12.352  -1.07
C -3.149 -19.058 11.434  0.67
C -2.018 -19.068 10.495  -0.55
O -1.262 -20.183 10.771  -0.40
C -1.882 -20.954 11.790  0.45
O -1.529 -22.053 12.167  -0.50
O -2.936 -20.215 12.244  -0.05
H -3.351 -16.950 11.752  0.51
H -2.345 -17.701 13.011  0.40
H -4.120 -17.847 12.938  -0.20
H -4.137 -19.014 10.976  0.23
H -1.293 -18.261 10.602  0.26
H -2.330 -19.054 9.450  0.31
C -4.338 -14.448 13.521  -0.67
C -3.362 -13.959 12.478  -0.34
O -2.695 -12.789 12.843  -0.28
C -2.121 -12.015 11.876  0.73
O -2.312 -12.102 10.650  -0.57
O -1.271 -11.252 12.562  -0.32
C -0.297 -10.510 11.814  -0.61
H -5.079 -13.680 13.746  0.42
H -3.862 -14.770 14.447  0.34
H -4.806 -15.391 13.241  -0.05
H -3.893 -13.733 11.552  0.38
H -2.701 -14.802 12.280  0.19
H -0.892 -9.849 11.184  0.28
H 0.237 -11.248 11.215  0.29
H 0.432 -9.938 12.387  0.23
C -0.361 -19.976 14.959  -0.76
C -0.007 -21.395 15.495  -0.42
O -1.118 -21.869 16.255  -0.15
C -1.134 -23.155 16.869  0.50
O -0.123 -23.800 16.952  -0.57
O -2.275 -23.455 17.567  -0.36
C -3.431 -22.644 17.403  -0.07
H -1.175 -19.906 14.237  -0.16
H 0.491 -19.610 14.386  0.46
H -0.668 -19.442 15.858  0.32
H 0.815 -21.351 16.209  0.35
H 0.262 -22.085 14.695  0.37
H -3.592 -22.571 16.327  0.09
H -3.371 -21.669 17.886  0.22
H -4.247 -23.310 17.683  0.20
O -5.805 -20.589 13.812  -0.54
C -5.203 -19.912 14.625  -0.11
O -5.479 -18.633 14.967  -0.14
C -4.761 -18.216 16.087  -0.47
C -3.675 -19.317 16.195  -0.10
O -4.155 -20.314 15.306  0.35
H -4.272 -17.263 15.884  0.32
H -5.435 -18.134 16.939  0.22
H -3.778 -19.792 17.171  0.14
H -2.721 -18.821 16.014  0.12
O -6.077 -24.676 15.549  -0.61
C -6.261 -24.361 14.378  0.78
O -5.381 -23.973 13.461  -0.26
C -5.912 -23.834 12.152  -0.12
C -7.313 -23.552 12.530  -0.25
O -7.423 -24.241 13.840  -0.40
H -5.554 -22.924 11.670  0.14
H -5.910 -24.633 11.410  0.32
H -8.096 -23.978 11.903  0.34
H -7.520 -22.494 12.692  0.09
O -5.740 -20.958 18.029  -0.53
C -6.587 -21.745 17.697  0.61
O -7.174 -22.501 18.595  -0.44
C -8.368 -23.130 18.100  -0.42
C -8.217 -22.865 16.676  -0.22
O -7.195 -21.887 16.516  -0.02
H -8.230 -24.205 18.211  0.32
H -9.228 -22.571 18.468  0.28
H -9.146 -22.444 16.290  0.32
H -8.181 -23.789 16.099  0.13

***

(2)
# C7H15NSi

2 unconnected molecules or ions with the total composition C7H15NSi (wB97M-V/def2-TZVPD, OMol25).

Energy   -619.8572 Eh
SMILES   C=C(C)[Si@H](C)CC.C#N
Gap between HOMO and LUMO   10.3 eV
2S+1   1

Last column: Mulliken charge in e.
Atoms and positions in Å:
C -0.092 2.115 1.132  -1.04
C 0.110 1.262 0.153  0.67
C 0.936 1.751 -1.119  -1.38
Si -0.425 -0.517 0.308  0.17
C 1.212 -1.464 -0.534  -1.07
C -2.091 -0.879 -0.523  -0.42
C -2.460 -2.303 -0.578  -1.02
H -0.728 2.048 2.049  0.31
H 0.382 3.084 0.897  0.29
H 1.551 2.643 -0.852  0.37
H 1.606 1.043 -1.440  0.44
H 0.317 1.768 -1.992  0.41
H -0.220 -1.178 1.736  -0.16
H 1.171 -1.115 -1.597  0.27
H 2.188 -1.111 -0.097  0.30
H 1.141 -2.578 -0.471  0.35
H -2.830 -0.371 0.105  0.29
H -1.976 -0.402 -1.493  0.38
H -2.165 -2.715 -1.664  0.22
H -2.040 -2.927 0.280  0.23
H -3.542 -2.376 -0.520  0.35
C 2.626 1.384 2.111  0.08
N 2.799 1.268 0.974  -0.37
H 2.530 1.568 3.135  0.31

***

(3)
# C2H10N4

2 unconnected molecules or ions with the total composition C2H10N4 (wB97M-V/def2-TZVPD, OMol25).

Energy   -301.2032 Eh
SMILES   [H]/N=C/N.NCN
Gap between HOMO and LUMO   9.9 eV
2S+1   1

Last column: Mulliken charge in e.
Atoms and positions in Å:
H 0.585 2.053 3.021  0.22
N -0.053 1.750 2.293  -0.65
C 0.317 2.233 1.173  0.04
N -0.163 1.801 -0.010  -0.39
H 1.037 3.050 1.099  0.35
H -0.105 2.384 -0.825  0.18
H -0.778 1.006 -0.088  0.25
N -0.092 -1.426 0.472  -0.43
C 0.253 -1.873 -0.858  -0.36
N -0.573 -1.186 -1.838  -0.49
H -0.377 -2.100 1.154  0.17
H 0.385 -0.595 0.763  0.16
H 0.130 -2.959 -0.916  0.33
H 1.299 -1.617 -1.028  0.25
H -1.548 -1.263 -1.606  0.20
H -0.318 -1.257 -2.807  0.16

***

(4)
# C13H8BrNO2S

A single C13H8BrNO2S molecule (wB97M-V/def2-TZVPD, OMol25).

Energy   -3677.6089 Eh
SMILES   Nc1c(C(=O)c2ccc(Br)s2)oc2ccccc12
Gap between HOMO and LUMO   7.6 eV
2S+1   1

Last column: Mulliken charge in e.
Atoms and positions in Å:
N 1.718 0.455 -2.138  -0.40
C 0.803 -0.230 -1.334  0.65
C 0.483 0.126 -0.046  0.22
C 1.010 1.347 0.613  0.63
O 2.112 1.710 0.222  -0.70
C 0.401 1.992 1.799  -0.16
C 0.877 3.166 2.297  -0.44
C 0.135 3.637 3.436  -0.38
C -0.940 2.861 3.714  0.09
Br -2.321 3.281 4.966  -0.11
S -0.977 1.430 2.713  -0.09
O -0.445 -0.770 0.473  -0.39
C -0.642 -1.702 -0.518  0.07
C -1.478 -2.782 -0.408  -0.74
C -1.606 -3.652 -1.555  -0.53
C -0.804 -3.413 -2.690  -0.54
C 0.073 -2.308 -2.751  -0.51
C 0.075 -1.451 -1.637  0.57
H 2.234 1.218 -1.716  0.25
H 1.663 0.369 -3.141  0.17
H 1.697 3.751 1.859  0.41
H 0.338 4.599 3.954  0.36
H -1.964 -2.904 0.539  0.46
H -2.311 -4.473 -1.503  0.39
H -0.855 -4.137 -3.526  0.33
H 0.722 -2.118 -3.622  0.36